{"formula": "C6H12N2O", "method": "wB97M-V/def2-TZVPD", "species": ["C", "H", "H", "H", "C", "H", "H", "H", "H", "N", "C", "H", "N", "C", "O", "H", "C", "C", "H", "H", "H"], "coordinates": [[-2.1509, -2.9580, 1.1472], [-0.7666, -0.1923, -1.7673], [-2.9350, -3.3582, 1.7994], [-1.8936, -3.7043, 0.3941], [2.8204, 0.7548, -0.7068], [-1.6591, -0.9488, 2.1431], [-0.9225, 1.5116, -2.2553], [0.5072, 2.2476, 0.9349], [3.0409, 2.1758, 0.7760], [1.8210, 0.4314, -1.4678], [0.7147, 0.9956, -0.8676], [-1.9799, -1.4592, -0.4094], [2.4272, 1.4642, 0.3967], [1.0965, 1.6634, 0.2537], [-2.0351, -0.5256, 1.3582], [-3.5686, -1.5709, 0.3349], [-0.6613, 0.8421, -1.4383], [-2.4965, -1.6110, 0.5406], [-1.2733, -2.9243, 1.7727], [3.8749, 0.5505, -0.7996], [-1.3167, 1.2243, -0.6467]], "atomic_forces_ev_per_a": [[-0.19, -0.57, 0.04], [-0.57, 0.09, 0.25], [-0.08, 0.09, -0.22], [-0.29, -0.04, -0.15], [0.42, 0.27, 0.83], [-0.02, 0.50, -0.10], [0.57, -0.01, -0.49], [-0.05, -0.06, 0.14], [0.16, -0.13, 0.63], [-0.01, -0.39, -0.33], [-0.13, 0.24, -0.48], [-0.13, -0.31, -0.09], [0.73, 0.23, -0.91], [-0.90, 0.15, -0.01], [-0.63, -0.55, 0.33], [-0.07, 0.33, 0.21], [0.31, 0.71, 0.69], [0.84, 0.26, -0.14], [0.53, 0.34, 0.18], [-0.09, -0.17, -0.33], [-0.39, -0.98, -0.03]], "spin_multiplicity": 2, "e_homo_ev": [1.238, -4.927], "lumo_energy_ev": [3.46, 3.54], "s_squared": 0.75, "total_energy_ev": -11442.384, "gap_ev": [2.2, 8.5], "total_charge": -1}

{"formula": "C5H6N2O", "method": "wB97M-V/def2-TZVPD", "species": ["H", "C", "N", "N", "O", "H", "H", "H", "C", "H", "C", "C", "C", "H"], "coordinates": [[1.9386, -1.4124, 0.1812], [-0.8875, 1.1921, -0.0212], [2.3300, -0.4264, 0.1043], [0.1160, 0.2265, -0.1309], [3.5365, -0.0349, 0.0726], [-2.9609, 1.0379, 0.0561], [-0.7832, 2.2428, -0.0731], [1.8404, 1.5438, -0.2151], [-1.7822, -0.8105, 0.0467], [0.2513, -1.9754, 0.0110], [-2.0686, 0.5565, 0.0581], [-0.4057, -1.0164, -0.0468], [1.4562, 0.5401, -0.1561], [-2.5810, -1.6636, 0.1132]], "atomic_forces_ev_per_a": [[1.39, 1.14, 0.13], [0.60, -0.74, -0.43], [-1.95, 3.09, -1.34], [0.17, 2.26, 0.20], [1.55, -1.78, 0.51], [-2.55, 1.03, 0.16], [0.89, 0.68, -0.09], [-0.20, 0.00, -0.17], [-1.42, -3.86, 0.26], [-1.76, 2.00, -0.31], [1.90, -1.23, -0.10], [-0.99, -1.72, 0.20], [0.54, -2.67, 1.12], [1.82, 1.80, -0.14]], "smiles": "[O-]/[NH+]=C/n1cccc1", "e_homo_ev": [-7.945, -7.941], "lumo_energy_ev": [0.38, 0.38], "total_energy_ev": -10306.096, "gap_ev": [8.3, 8.3]}

{"formula": "C11H16Si", "method": "wB97M-V/def2-TZVPD", "species": ["H", "H", "Si", "H", "H", "C", "H", "H", "H", "C", "H", "H", "C", "C", "H", "C", "H", "C", "C", "C", "C", "H", "C", "H", "H", "C", "H", "H"], "coordinates": [[-0.8853, 4.2020, -2.7894], [0.8596, 3.4825, -1.1923], [2.1291, -1.6671, 2.7930], [1.6616, 0.1419, -0.6400], [-2.6968, -0.4743, -3.1585], [0.2038, 1.5174, -0.8465], [1.9887, -2.5952, 5.0498], [-3.8750, 0.3444, -2.0071], [-2.6989, 2.4385, -3.4028], [1.4709, 1.0599, -0.1421], [-0.4353, -1.8662, 2.4423], [-0.8102, -0.2741, -0.4083], [-1.9162, 2.2598, -2.5514], [0.1107, 2.8523, -1.4767], [1.3385, -3.8977, 0.8863], [-1.8788, 1.0204, -1.9017], [-2.7216, -0.8238, -1.4610], [-0.9548, 3.2359, -2.2785], [-0.8371, 0.6787, -0.9770], [-2.8551, -0.0901, -2.1515], [0.4817, -3.3531, 1.2138], [-0.4945, -3.8459, 1.1778], [2.6418, -1.9518, 4.4212], [3.4855, -1.6436, 4.9905], [2.2567, 1.7265, -0.3979], [0.5129, -2.3600, 2.1259], [1.1713, 0.7908, 0.8709], [2.7469, -0.9082, 1.8114]], "atomic_forces_ev_per_a": [[-0.44, -0.35, 0.27], [1.99, 1.91, 0.28], [-0.90, -1.24, 2.16], [0.66, -1.06, -0.28], [-0.40, -0.12, -0.04], [0.86, 3.39, -0.88], [0.28, 0.43, -0.62], [0.51, -0.67, -0.51], [1.37, -0.35, 1.89], [-2.37, -0.08, -0.67], [0.64, -0.79, -0.10], [-0.29, 0.47, -0.73], [-1.46, -0.41, -1.46], [-1.62, -3.52, 0.85], [0.51, -0.10, -0.34], [0.73, -0.35, 0.84], [0.35, -2.25, 1.85], [1.16, -0.67, 0.11], [-1.47, -0.22, -0.89], [-1.36, 3.10, -1.77], [-1.47, 0.22, 2.34], [0.22, 0.13, -1.07], [-1.52, -0.69, -0.64], [0.72, 0.45, -0.11], [0.87, 0.63, 0.80], [0.33, 0.48, -0.47], [0.87, 0.55, 0.32], [1.21, 1.11, -1.14]], "smiles": "Cc1cccc(C)c1.C=C[SiH]=C", "e_homo_ev": -8.434, "lumo_energy_ev": 0.40, "total_energy_ev": -19540.270, "gap_ev": 8.8}

{"formula": "C5H8N2", "method": "wB97M-V/def2-TZVPD", "species": ["N", "C", "H", "H", "C", "C", "N", "H", "H", "H", "H", "H", "C", "C", "H"], "coordinates": [[1.2049, 1.1278, -0.1841], [-1.7597, -0.6285, 0.3261], [-2.5429, -1.4117, -0.0661], [1.3807, 2.1250, 0.1183], [-0.1357, 0.6482, 0.1352], [-0.2508, -0.7656, -0.3461], [1.0690, -1.2331, -0.1360], [0.1022, 0.3594, 1.3143], [-2.4054, 1.3394, 0.3867], [-0.7105, -0.5254, -1.4273], [-1.6407, -0.6057, 1.4389], [3.0824, -0.0550, 0.4668], [-1.6785, 0.7982, -0.1322], [1.9165, -0.2481, 0.2209], [-1.7339, 0.6858, -1.2132]], "atomic_forces_ev_per_a": [[0.11, -0.70, 0.19], [0.63, -3.70, 0.55], [1.32, 1.85, 0.84], [0.45, -2.10, 0.18], [0.24, -0.31, 3.84], [-1.84, 3.81, -1.53], [4.36, -0.03, 2.33], [-1.97, 1.22, -1.97], [-0.61, 1.87, 0.37], [2.38, -1.90, 1.11], [-0.42, -0.60, -0.89], [-3.04, -1.53, -0.71], [1.50, -1.09, -0.81], [-2.23, 1.97, -3.33], [-0.88, 1.25, -0.16]], "smiles": "C1=N[C@H]2CC[C@@H]2N1", "e_homo_ev": -8.708, "lumo_energy_ev": 0.82, "total_energy_ev": -8288.907, "gap_ev": 9.5}

{"formula": "C44H50Br2CoN4O3S", "method": "wB97M-V/def2-TZVPD", "species": ["H", "C", "H", "C", "H", "H", "H", "H", "H", "H", "C", "C", "O", "H", "C", "H", "H", "S", "H", "H", "H", "H", "N", "H", "Br", "H", "C", "C", "H", "C", "C", "C", "C", "C", "C", "C", "Co", "O", "C", "H", "C", "H", "H", "H", "H", "C", "H", "C", "C", "C", "C", "H", "O", "C", "C", "H", "H", "H", "C", "C", "H", "H", "H", "N", "H", "N", "H", "H", "H", "C", "H", "C", "N", "H", "C", "H", "H", "H", "H", "H", "C", "C", "C", "C", "C", "H", "H", "H", "H", "C", "C", "C", "C", "C", "H", "H", "C", "C", "C", "H", "Br", "H", "C", "C", "C"], "coordinates": [[3.5094, 3.1926, 2.9926], [-3.1078, 2.7616, -2.1129], [1.2007, -5.8755, -3.8618], [0.2295, 0.5597, 1.2098], [1.0097, 3.9990, 5.7139], [-0.5490, -4.0237, -0.5636], [-3.2106, -0.3659, -5.5355], [1.7874, -2.6309, 5.9001], [2.8058, -3.1343, 2.4425], [2.6956, -1.1587, 5.5737], [1.8062, -1.0103, -4.7064], [0.5171, 1.7581, 1.8638], [-1.5073, -0.4321, -2.1165], [-0.2366, 2.8798, 5.1383], [3.4104, -5.5061, -0.1965], [3.7047, -1.9531, 3.4048], [2.1553, 0.0983, 0.1278], [3.6912, -2.9100, -1.0966], [1.4608, 4.3973, 2.0863], [3.4285, 2.3298, 4.5379], [-3.7524, 3.3839, -2.7195], [-3.1546, -0.9994, -3.8834], [0.4107, -2.6814, -1.8084], [0.4218, -6.1049, -1.5617], [2.2753, -4.8008, -6.2313], [-1.5212, 2.1636, -5.0356], [-1.3680, 1.3014, -0.5434], [1.4858, 0.5400, 3.6724], [1.2605, 2.2590, 5.8530], [2.8563, -4.2810, -0.3897], [0.8426, 3.0410, 5.2144], [-3.2046, 1.1856, -4.0591], [2.6603, -1.8346, -0.2205], [1.2975, -1.1925, -3.3818], [-2.0829, 5.5688, -0.2121], [-2.7464, 3.2454, -0.8226], [-0.1671, -1.0814, -0.9638], [0.5704, -1.7898, 0.8926], [-3.8812, 4.4074, 1.0922], [-4.7001, 3.6835, 1.0666], [-1.8677, 0.7619, -1.8213], [-1.6234, 2.8487, 0.9445], [-2.4319, 6.5452, 0.1363], [-3.9224, 5.4452, -2.2055], [1.2149, 5.1883, 3.6432], [-1.8812, 2.5091, -0.0469], [2.4470, -1.9194, -6.5087], [-4.3273, 5.1949, -1.2215], [-2.7867, -0.2099, -4.5392], [1.5504, -6.0651, 1.2889], [1.3106, -3.6767, -3.8119], [-4.7020, 6.1192, -0.7778], [1.1661, -0.2800, -2.5236], [0.9923, -4.8433, 1.1303], [0.3862, -3.9321, -1.1229], [-5.1210, 2.2535, -3.9137], [-1.7014, -0.3072, -4.6121], [-5.1779, 4.5202, -1.3547], [1.0378, -4.9995, -3.2470], [-2.7235, 1.5575, -2.6416], [3.1334, -3.4605, 4.1337], [0.0690, -4.5875, 1.6365], [0.9275, -1.0982, 5.7634], [-0.4789, 0.4513, 0.0169], [0.6302, -3.9122, 4.1566], [1.7378, -2.4731, 0.5103], [-1.3229, 5.2088, 0.4872], [0.2482, 2.6809, 1.3751], [3.2776, 4.0910, 4.5008], [-3.2643, 4.5883, -0.3023], [3.1590, -7.4317, 0.7454], [2.0558, -2.0784, -5.5133], [2.8343, -0.5408, -0.2686], [-2.9587, 1.9872, -6.0582], [1.5060, -3.9012, 0.0993], [-2.9165, 3.2300, -4.7996], [-0.1012, 4.2568, 2.9283], [1.9198, 0.5496, 4.6603], [-1.6109, 5.7011, -1.1891], [-5.1808, 0.5685, -3.3762], [1.4964, 3.0614, 3.8212], [1.5787, -1.9824, 3.8658], [0.9770, -2.5673, -3.0005], [0.7555, -0.6328, 1.7641], [3.0203, 3.1706, 3.9710], [-4.2797, 5.3625, 1.4438], [1.0798, -6.7715, 1.9626], [-5.0883, 0.9517, -5.1028], [0.0018, -3.0462, 2.7442], [1.8280, -3.4020, -5.0540], [0.3666, -2.9271, 3.7629], [-4.7409, 1.2489, -4.1100], [2.7357, -6.4467, 0.5993], [2.8794, -2.6706, 3.4202], [-3.1480, 4.0662, 1.8273], [-0.4604, -2.5356, 4.3600], [-2.6143, 2.2084, -5.0435], [1.1647, 1.7642, 3.0872], [1.7588, -1.6808, 5.3618], [4.3788, -5.7409, -0.6257], [2.1560, 0.7396, -5.2887], [3.4647, -0.1677, -0.9628], [0.9850, 4.2903, 3.0664], [1.2865, -0.6953, 3.0603], [0.6112, -5.1269, -1.9916]], "atomic_forces_ev_per_a": [[-0.03, 0.00, 0.07], [-0.08, 0.15, 0.02], [-0.03, 0.06, -0.01], [-0.14, -0.22, -0.24], [0.00, -0.07, -0.03], [-0.12, -0.01, -0.13], [0.04, 0.02, 0.05], [0.02, 0.05, -0.04], [0.00, -0.04, -0.05], [-0.07, -0.03, -0.02], [-0.05, 0.05, 0.23], [0.00, 0.12, 0.06], [-0.12, 0.10, -0.28], [0.07, 0.02, 0.01], [0.00, -0.13, -0.01], [-0.04, -0.04, 0.01], [0.04, 0.01, 0.03], [0.08, -0.10, 0.04], [-0.05, -0.02, 0.08], [-0.02, 0.06, -0.04], [0.05, -0.02, 0.07], [0.01, 0.04, -0.04], [-0.12, -0.18, -0.12], [-0.01, 0.09, -0.05], [0.03, -0.04, -0.08], [-0.07, 0.01, 0.00], [-0.06, -0.10, -0.16], [0.06, 0.03, 0.00], [-0.04, 0.05, -0.06], [0.18, 0.00, 0.10], [-0.01, 0.00, -0.01], [0.04, -0.05, 0.09], [0.08, -0.22, -0.08], [0.06, -0.26, -0.21], [0.02, -0.01, 0.02], [-0.05, 0.05, -0.05], [-0.09, -0.24, 0.43], [0.03, 0.50, -0.33], [-0.04, -0.02, 0.03], [0.05, 0.05, 0.01], [0.13, 0.02, 0.24], [0.01, 0.00, -0.07], [0.03, -0.07, -0.02], [-0.03, -0.01, 0.06], [0.00, -0.04, -0.04], [0.00, -0.07, -0.05], [-0.01, -0.07, 0.01], [-0.04, 0.00, -0.01], [0.05, -0.03, 0.01], [0.10, -0.05, -0.08], [-0.05, -0.15, 0.00], [0.02, -0.03, -0.02], [-0.09, 0.10, 0.15], [0.01, 0.04, 0.13], [0.24, 0.10, 0.40], [0.01, -0.04, 0.00], [-0.07, 0.00, 0.02], [0.05, 0.06, 0.01], [0.08, 0.15, -0.10], [-0.04, 0.02, -0.07], [-0.03, 0.08, -0.05], [0.13, -0.07, -0.14], [0.03, -0.02, 0.00], [0.04, 0.31, 0.28], [-0.02, 0.04, -0.02], [-0.10, -0.49, 0.20], [-0.04, 0.03, -0.04], [0.00, -0.05, 0.07], [0.00, -0.05, -0.02], [0.01, -0.01, -0.06], [-0.04, 0.07, -0.01], [0.01, -0.20, -0.05], [0.07, 0.23, -0.02], [0.03, 0.02, 0.08], [-0.13, 0.08, -0.32], [0.02, -0.06, -0.03], [0.09, 0.02, 0.02], [-0.02, 0.01, -0.03], [-0.02, 0.00, 0.05], [0.01, 0.03, -0.05], [-0.04, 0.00, 0.03], [-0.04, -0.01, -0.08], [0.02, 0.21, -0.07], [-0.15, 0.06, 0.22], [0.04, 0.00, 0.01], [0.02, -0.06, -0.01], [0.05, 0.01, -0.04], [0.03, 0.03, 0.06], [0.07, 0.09, 0.21], [0.09, 0.04, -0.11], [-0.03, 0.08, 0.01], [0.01, 0.02, 0.05], [-0.01, 0.01, 0.03], [0.04, -0.01, 0.02], [-0.05, 0.02, -0.05], [0.03, 0.00, -0.02], [0.01, 0.04, -0.02], [-0.01, 0.01, -0.03], [-0.03, 0.05, 0.02], [-0.06, 0.00, 0.07], [0.00, 0.03, 0.02], [-0.02, 0.05, 0.01], [-0.02, 0.03, -0.02], [0.05, -0.16, -0.05], [-0.05, -0.07, 0.02]], "spin_multiplicity": 5, "e_homo_ev": [-9.494, -10.245], "lumo_energy_ev": [-2.71, -4.34], "s_squared": 6.09, "total_energy_ev": -247081.422, "gap_ev": [6.8, 5.9], "total_charge": 1}

{"formula": "C5H12ClO2P", "method": "wB97M-V/def2-TZVPD", "species": ["H", "H", "H", "H", "C", "C", "P", "C", "Cl", "H", "O", "H", "H", "H", "H", "C", "H", "H", "C", "H", "O"], "coordinates": [[1.3787, 3.5396, 0.1550], [-0.5490, -1.8869, -1.8962], [-3.0997, -1.5673, 1.0333], [2.6503, 2.8643, 1.1670], [-0.9353, -2.1331, -0.9601], [2.1974, 2.9508, 0.2002], [2.6326, 0.3295, 0.3547], [-2.0783, -1.4158, 1.0918], [3.3286, -0.4437, -1.3952], [-2.5052, 0.7312, -0.2678], [1.5991, -0.8544, 0.7700], [2.8949, 3.1818, -0.4769], [-1.5370, 0.4041, -1.7450], [-1.7043, -2.4877, 1.4029], [-1.8519, -0.7641, 1.8744], [-1.6243, 0.2719, -0.6753], [-0.7262, 0.8070, -0.1573], [0.5688, -0.7796, 0.7291], [-1.5091, -1.1644, -0.3226], [-0.8362, -3.1935, -0.8181], [1.7059, 1.6105, -0.0635]], "atomic_forces_ev_per_a": [[-2.44, 2.09, 0.06], [0.70, 0.47, -1.74], [-2.34, 0.14, -0.09], [0.22, 0.75, 0.75], [0.53, -0.86, -1.64], [-0.07, -4.02, 2.30], [0.07, 0.36, 1.62], [2.26, -4.26, -1.25], [-0.03, -0.10, -1.00], [-0.54, 0.08, -0.01], [-2.45, 0.75, -0.07], [2.60, 1.11, -2.72], [-0.02, 0.40, -0.23], [-0.53, 2.00, -0.28], [0.56, 1.42, 0.95], [2.50, 0.61, 0.23], [-1.46, -0.58, -1.01], [2.70, -0.07, -0.36], [-1.52, 0.78, 3.97], [-0.22, -0.11, 1.13], [-0.52, -0.99, -0.62]], "smiles": "COP(O)Cl.C=C(C)C", "e_homo_ev": -9.020, "lumo_energy_ev": 0.86, "total_energy_ev": -31285.550, "gap_ev": 9.9}

{"formula": "C4H5N2", "method": "wB97M-V/def2-TZVPD", "species": ["H", "C", "H", "N", "N", "C", "C", "C", "H", "H", "H"], "coordinates": [[1.8373, -1.8298, 0.1188], [1.3475, 0.0336, -0.2068], [1.1909, 2.3571, -0.7355], [-2.0793, -0.5164, -0.6709], [2.2180, -0.8234, 0.1745], [-2.6640, -0.1341, 0.3384], [0.0021, 0.3242, -0.5378], [0.9512, 1.3313, -0.4929], [3.1714, -0.8237, 0.4258], [-2.1848, 0.3313, 1.0694], [-3.7904, -0.2500, 0.5169]], "atomic_forces_ev_per_a": [[0.92, 2.03, 0.36], [-0.95, 1.83, -0.14], [0.04, -0.05, 0.34], [2.16, 0.55, -1.22], [-1.90, -4.65, -0.29], [-3.10, -1.19, -1.34], [-0.30, -0.18, 0.46], [-1.31, -1.27, -0.70], [1.10, 1.10, 0.02], [1.91, 2.23, 3.30], [1.42, -0.40, -0.78]], "e_homo_ev": [-14.652, -14.714], "lumo_energy_ev": [-6.13, -5.93], "total_energy_ev": -7195.825, "gap_ev": [8.5, 8.8], "total_charge": 1}

{"formula": "C10H15NO", "method": "wB97M-V/def2-TZVPD", "species": ["O", "C", "H", "H", "C", "H", "H", "C", "C", "H", "C", "H", "C", "H", "C", "H", "H", "N", "H", "C", "H", "C", "H", "C", "H", "H", "H"], "coordinates": [[0.3542, 2.2350, -0.3044], [0.2693, -1.8500, 0.0356], [1.3678, 1.7475, 2.3154], [2.8517, 3.7131, 0.7694], [1.1719, 2.6471, 0.4506], [2.8985, 2.6961, -0.6818], [1.5846, -0.6534, -1.0639], [-1.1023, -3.5030, 1.3216], [-0.2939, -1.0611, -2.2880], [-2.1493, -1.9239, -3.1018], [-1.4057, -1.8899, -2.2630], [-2.6439, -3.1469, -1.0951], [-0.8498, -2.6007, 0.0587], [-1.1956, 2.0583, 1.3073], [-1.7869, -2.5394, -1.1291], [-1.0813, 3.7680, 1.5980], [-0.2037, -4.1366, 1.1211], [2.4877, 3.0064, 0.1711], [-1.9239, -4.1437, 1.2476], [0.6444, -1.1595, -1.2692], [1.2187, 3.1984, 2.8391], [0.7597, 2.6525, 1.9182], [-1.0482, -3.2146, 2.3242], [-0.7148, 2.8180, 2.0093], [-1.0029, 2.4655, 3.0412], [-0.1680, -0.5911, -3.2348], [1.0957, -1.8461, 0.7827]], "atomic_forces_ev_per_a": [[-0.31, -0.70, -2.08], [2.24, 1.23, -3.69], [-2.10, -0.01, -0.87], [0.71, 0.12, 0.03], [1.75, 1.28, 1.92], [0.26, 0.41, -0.45], [-0.15, 0.36, -1.24], [2.43, -0.62, -3.45], [1.73, -0.98, 0.15], [1.04, 0.20, 0.63], [-2.35, 0.11, 0.10], [-1.04, -0.60, 0.04], [-3.21, 0.23, 0.15], [0.50, 0.87, 0.99], [3.22, -0.58, 2.77], [0.26, 0.02, 0.90], [-0.68, -0.23, 0.86], [-1.75, -0.77, 0.42], [-1.49, -0.86, -0.48], [-1.60, -0.41, 3.56], [-0.11, 0.81, -2.32], [2.75, 0.01, 2.34], [0.22, 1.53, 1.24], [-1.65, -3.24, 0.05], [-0.32, 1.20, -0.94], [0.74, 0.77, -0.31], [-1.10, -0.15, -0.32]], "smiles": "Cc1ccccc1.CCC(N)=O", "e_homo_ev": -8.680, "lumo_energy_ev": 0.83, "total_energy_ev": -14148.666, "gap_ev": 9.5}